Run one
{"formula": "C6H29NO9", "method": "wB97M-V/def2-TZVPD", "elements": ["C", "C", "C", "C", "N", "C", "C", "O", "H", "H", "H", "H", "H", "H", "H", "H", "H", "H", "H", "H", "H", "H", "H", "O", "H", "H", "O", "H", "H", "O", "H", "H", "O", "H", "H", "O", "H", "H", "O", "H", "H", "O", "H", "H", "O"], "xyz": [[2.29814, -1.31035, -0.09439], [2.54344, -1.59710, -1.61862], [1.38214, -2.28461, -2.30797], [1.41252, -0.09971, -0.06540], [1.70642, 1.08657, -0.68394], [3.12699, 1.47427, -0.64599], [0.67685, 2.13034, -0.57768], [0.23549, -0.30831, 0.34173], [2.05760, -2.16551, 0.56600], [3.06923, -0.92870, 0.59965], [2.96824, -0.71656, -2.07750], [3.44518, -2.25789, -1.73673], [1.36960, -3.36194, -2.06786], [0.38398, -1.98536, -1.91819], [1.44173, -2.01540, -3.35592], [3.65294, 0.71040, -1.22632], [3.36254, 2.33155, -1.25132], [3.40044, 1.53325, 0.43034], [0.50973, 2.58200, -1.59351], [-0.13197, 1.82926, 0.08293], [1.00861, 3.11043, -0.18093], [-3.43909, -0.37567, 0.53757], [-4.38732, 0.98003, 0.57856], [-3.95038, 0.26965, 1.04417], [-2.83412, 2.72355, -0.95872], [-2.18043, 3.12338, 0.21957], [-2.60627, 3.56701, -0.53637], [-0.52676, -0.59900, 2.06231], [-1.62858, -1.03786, 3.12925], [-0.86166, -0.46728, 2.97378], [2.60941, -0.84452, 3.28287], [1.12479, -1.18599, 3.31088], [1.90061, -1.20121, 2.73144], [-0.38454, 2.58985, 1.88292], [-1.30583, 1.72726, 2.67026], [-1.32132, 2.48823, 2.07506], [-3.61057, 1.14993, -2.44453], [-3.65994, 0.01314, -1.43436], [-3.85315, 0.96278, -1.52840], [-1.84969, -0.46661, -0.77747], [-1.97682, -2.10959, -0.77837], [-2.42871, -1.23618, -0.67795], [-0.44414, -2.42500, 0.16602], [-1.29057, -2.33300, 1.21220], [-1.01472, -3.06949, 0.64092]], "mulliken_charge": [-0.910, -0.512, -0.956, 0.328, 0.305, -1.052, -0.940, 0.048, 0.365, 0.400, 0.326, 0.431, 0.305, 0.122, 0.380, 0.265, 0.428, 0.325, 0.342, 0.046, 0.369, 0.427, 0.308, -0.664, 0.336, 0.318, -0.636, 0.286, 0.323, -0.714, 0.260, 0.292, -0.537, 0.322, 0.327, -0.651, 0.289, 0.310, -0.666, 0.474, 0.364, -0.896, 0.148, 0.345, -0.782], "lumo_energy_ev": 0.205, "e_homo_ev": -10.0}



Run two
{"formula": "C6H29NO9", "method": "wB97M-V/def2-TZVPD", "elements": ["C", "N", "C", "C", "C", "C", "C", "H", "H", "H", "H", "H", "H", "H", "H", "H", "H", "H", "H", "H", "O", "H", "H", "O", "H", "H", "O", "H", "H", "O", "H", "H", "O", "H", "H", "O", "H", "H", "O", "H", "H", "O", "H", "H", "O"], "xyz": [[3.14095, 2.16005, 0.91042], [3.04720, 2.12874, -0.54573], [1.66984, 2.05303, -0.88673], [1.12638, 1.38293, -1.92323], [-0.29772, 1.47103, -2.25898], [-1.03829, 0.46886, -2.63423], [-2.62569, 0.47468, -2.97348], [2.53958, 1.51619, 1.35581], [3.00064, 3.20525, 1.28902], [4.21735, 2.14074, 1.43792], [3.52528, 1.34021, -1.01769], [1.10047, 2.75952, -0.25095], [1.66919, 0.70265, -2.53242], [-0.61260, 2.49601, -2.07905], [-0.53414, -0.49503, -2.83010], [-2.90540, 1.03623, -3.88179], [-3.01007, -0.53189, -2.97138], [-3.18659, 0.91302, -2.06848], [-0.38235, 0.80673, 2.53949], [0.92823, 0.17881, 3.10068], [0.09619, -0.12292, 2.56970], [-4.16502, 0.25274, 0.71887], [-2.88361, 0.16472, 1.67244], [-3.51785, 0.75897, 1.24632], [0.28086, -4.79866, 1.22644], [0.23875, -3.26105, 1.61397], [0.17218, -3.94906, 0.73615], [-0.82779, -0.00121, -0.01141], [-1.73279, -0.97808, -0.56229], [-1.55415, -0.56310, 0.26210], [-0.45972, -1.67530, 2.96538], [-1.64183, -2.66549, 3.17291], [-0.66840, -2.56516, 2.96155], [0.87424, -1.93904, -0.27648], [1.34439, -0.66133, -0.71002], [1.37509, -1.58631, -0.96398], [-2.05497, -2.81793, 1.01450], [-2.17531, -3.93861, 0.10167], [-2.59741, -3.07126, 0.20985], [4.79409, -1.45002, -0.92781], [3.25064, -1.72108, -0.84316], [3.93416, -1.39317, -0.43010], [-1.28306, 4.42290, 1.44583], [-1.25261, 3.63943, 0.08132], [-0.91831, 3.71225, 0.94714]], "mulliken_charge": [-0.780, -0.368, -0.007, -0.705, -0.252, -0.423, -1.067, 0.194, 0.340, 0.293, 0.341, 0.252, 0.466, 0.441, 0.426, 0.344, 0.345, 0.176, 0.349, 0.276, -0.759, 0.292, 0.271, -0.629, 0.281, 0.364, -0.703, -0.051, 0.270, -0.004, 0.412, 0.312, -0.639, 0.305, 0.316, -0.666, 0.269, 0.324, -0.648, 0.305, 0.325, -0.572, 0.270, 0.292, -0.579], "lumo_energy_ev": 0.080, "e_homo_ev": -8.0}



Run three
{"formula": "C6H29NO9", "method": "wB97M-V/def2-TZVPD", "elements": ["C", "O", "C", "C", "C", "C", "C", "N", "H", "H", "H", "H", "H", "H", "H", "H", "H", "H", "H", "H", "H", "H", "H", "O", "H", "H", "O", "H", "H", "O", "H", "H", "O", "H", "H", "O", "H", "H", "O", "H", "H", "O", "H", "H", "O"], "xyz": [[1.61041, 0.04869, -2.18790], [0.86412, 1.09400, -2.88340], [0.85863, -0.40635, -0.92537], [1.65893, 0.02085, 0.32618], [0.96864, -0.32695, 1.65977], [0.54793, 1.66900, 3.09030], [0.16792, 0.86285, 2.11761], [0.69127, -1.88237, -0.99548], [2.57642, 0.47859, -1.94441], [1.71740, -0.72388, -2.95618], [-0.02955, 0.71835, -3.04039], [-0.17909, -0.09974, -1.01906], [1.81156, 1.10319, 0.23210], [2.69209, -0.32944, 0.24532], [1.74612, -0.59309, 2.37586], [0.33516, -1.20095, 1.54590], [-0.07322, 2.42222, 3.56617], [1.34456, 1.60350, 3.83631], [-0.80196, 0.99699, 1.65642], [0.33794, -2.29474, -0.13914], [1.53292, -2.37060, -1.26692], [-2.50069, 0.20534, -2.78113], [-2.11838, 1.21593, -1.78477], [-1.77765, 0.82500, -2.60798], [1.23339, 3.09412, -0.74010], [0.48694, 2.24627, -1.73249], [0.33516, 2.99001, -1.07829], [2.83774, 3.66894, 1.77755], [3.15534, 4.33426, 0.44549], [2.80655, 3.53269, 0.82970], [-1.34743, 2.88682, -0.73984], [-2.66192, 3.45382, -1.24317], [-2.31400, 2.86141, -0.57250], [1.03250, -4.41236, 1.46524], [-0.27225, -3.59463, 1.95458], [0.44583, -3.67077, 1.34150], [-1.48855, -3.14812, -1.94455], [-0.25327, -2.46523, -1.29818], [-1.23327, -2.47689, -1.31707], [-2.26010, -2.07605, 0.10460], [-2.78436, -1.01767, 0.99986], [-2.97866, -1.93747, 0.76547], [-2.05370, -3.24614, 3.63838], [-2.15412, -2.46969, 2.27773], [-1.54589, -2.75855, 2.98474]], "mulliken_charge": [-0.891, -0.637, 0.854, -0.589, 0.407, -1.153, 0.116, -0.200, 0.312, 0.372, 0.336, 0.061, -0.068, 0.448, 0.408, -0.588, 0.284, 0.309, 0.181, -0.083, 0.230, 0.309, 0.251, -0.626, 0.236, 0.486, -0.749, 0.280, 0.282, -0.590, 0.441, 0.309, -0.696, 0.250, 0.318, -0.587, 0.160, 0.538, -0.691, 0.397, 0.348, -0.796, 0.274, 0.434, -0.686], "lumo_energy_ev": 0.535, "e_homo_ev": -9.0}



It turns out run one is the most stable, with the second structure 0.0453 hartree higher.



Run one
{"formula": "C3H6N4", "method": "wB97M-V/def2-TZVPD", "elements": ["C", "C", "C", "N", "N", "N", "N", "H", "H", "H", "H", "H", "H"], "xyz": [[-1.59724, 0.56643, -2.05676], [-0.27029, -0.66694, 0.20325], [1.18685, 1.18557, 0.57688], [-1.57113, -0.48225, -1.52979], [-1.27287, -1.22878, -0.59673], [0.15520, 0.48320, -0.13113], [0.02531, -1.45333, 1.28565], [-1.61672, 1.12691, -2.94689], [0.89353, 2.23737, 0.63276], [1.38122, 0.82622, 1.59335], [2.10614, 1.12217, -0.01186], [-0.33057, -2.39210, 1.23703], [0.91057, -1.32447, 1.74423]], "mulliken_charge": [-0.031, 0.592, -0.865, 0.521, -1.016, -0.379, -0.425, 0.342, 0.259, 0.294, 0.255, 0.258, 0.195], "lumo_energy_ev": 0.960, "e_homo_ev": -8.4}



Run two
{"formula": "C3H6N4", "method": "wB97M-V/def2-TZVPD", "elements": ["C", "C", "C", "N", "N", "N", "N", "H", "H", "H", "H", "H", "H"], "xyz": [[-0.57245, 0.69022, -0.70741], [-0.06221, -0.45847, 0.07886], [1.17308, -0.01005, 0.94385], [-0.10341, -1.80178, -0.56617], [-1.26980, -2.13458, -0.71489], [-2.17583, -1.12554, -0.54076], [-1.47949, 0.00160, 0.14929], [-0.37931, 1.69230, -0.38460], [-0.65574, 0.62326, -1.76873], [0.97640, 0.11057, 2.00052], [1.51597, 0.88995, 0.47853], [1.91518, -0.79513, 0.87052], [-3.06142, -1.49651, -0.10265]], "mulliken_charge": [-0.573, 0.919, -1.138, -0.218, -0.323, -0.106, -0.393, 0.323, 0.263, 0.301, 0.306, 0.352, 0.287], "lumo_energy_ev": 1.164, "e_homo_ev": -9.1}



Run three
{"formula": "C3H6N4", "method": "wB97M-V/def2-TZVPD", "elements": ["C", "C", "C", "H", "H", "H", "H", "H", "H", "N", "N", "N", "N"], "xyz": [[1.24182, -0.07217, 0.20305], [0.02197, -0.99832, 0.23654], [-1.16336, -0.09338, -0.11242], [2.39754, -1.33143, -0.21802], [-0.17760, -1.31477, 1.23840], [0.21933, -1.66688, -0.64485], [-2.94446, 0.29367, -0.03011], [-1.12933, 1.93101, 0.29198], [1.24206, 1.78133, -0.46421], [2.47271, -0.33794, -0.30488], [-2.25880, -0.56333, -0.21984], [-0.62528, 1.12174, -0.10697], [0.70340, 1.25048, 0.13134]], "mulliken_charge": [0.365, -0.375, 0.065, 0.261, 0.260, 0.378, 0.221, 0.256, 0.295, -0.738, -0.557, -0.125, -0.307], "lumo_energy_ev": 0.736, "e_homo_ev": -8.7}



Run four
{"formula": "C3H6N4", "method": "wB97M-V/def2-TZVPD", "elements": ["C", "C", "C", "H", "H", "H", "H", "H", "H", "N", "N", "N", "N"], "xyz": [[1.78008, -0.13301, -0.68593], [0.28462, 0.16546, -0.35301], [-0.74406, 0.00451, 0.39560], [2.33880, -0.40842, 0.15261], [1.97543, -0.74126, -1.58236], [2.44578, 0.79376, -0.73918], [-2.78307, 0.43743, 0.24592], [-0.31784, -1.29178, 2.28941], [-0.40083, 0.93631, 2.17502], [-0.20799, 0.20624, -1.64256], [-1.51248, 0.14692, -1.65893], [-1.85213, 0.12231, -0.32245], [-1.00630, -0.23848, 1.72588]], "mulliken_charge": [-1.060, 0.253, 0.229, 0.383, 0.277, 0.248, 0.349, 0.324, 0.331, -0.114, -0.585, 0.085, -0.719], "lumo_energy_ev": -0.025, "e_homo_ev": -9.4}



It turns out run three is the most stable, with the second structure 0.0154 hartree higher.



Run one
{"formula": "C3H6N4", "method": "wB97M-V/def2-TZVPD", "elements": ["C", "C", "C", "N", "N", "N", "N", "H", "H", "H", "H", "H", "H"], "xyz": [[0.91338, 1.06691, -0.88380], [0.73566, 0.21038, 0.26486], [1.14538, -1.12822, 0.83187], [-1.48588, -1.21650, 0.08965], [-2.04250, -0.24289, -0.01503], [-2.65414, 0.73998, 0.00607], [0.14917, 1.28270, 0.41204], [1.83927, 1.58675, -0.92538], [0.24668, 0.88128, -1.77138], [2.20246, -1.17797, 0.94704], [0.95748, -1.91399, 0.11719], [0.46827, -1.44680, 1.73794], [-2.47521, 1.35836, -0.81106]], "mulliken_charge": [-0.182, 0.422, -1.057, -0.627, 1.015, -0.684, -0.549, 0.258, 0.155, 0.362, 0.326, 0.272, 0.288], "lumo_energy_ev": 0.963, "e_homo_ev": -9.7}



Run two
{"formula": "C3H6N4", "method": "wB97M-V/def2-TZVPD", "elements": ["C", "C", "C", "N", "N", "N", "N", "H", "H", "H", "H", "H", "H"], "xyz": [[-0.21992, -1.35549, 1.22335], [-0.02602, -0.36576, 0.10462], [1.03034, -0.67749, -0.90480], [-0.75553, 0.66291, 0.01950], [-0.93516, 1.95633, -0.90210], [-1.09538, 2.88040, -0.17800], [1.36359, 0.00084, -1.91422], [-0.93404, 2.50917, 0.83016], [0.75488, 0.80610, -2.07574], [1.59362, -1.58921, -0.70672], [0.68393, -1.40498, 1.83499], [-0.39942, -2.35380, 0.81917], [-1.06087, -1.06903, 1.84979]], "mulliken_charge": [-1.168, 0.894, -0.189, -0.459, 0.041, -0.371, -0.666, 0.297, 0.315, 0.369, 0.299, 0.308, 0.330], "lumo_energy_ev": -0.157, "e_homo_ev": -9.3}



Run three
{"formula": "C3H6N4", "method": "wB97M-V/def2-TZVPD", "elements": ["C", "C", "C", "N", "N", "N", "N", "H", "H", "H", "H", "H", "H"], "xyz": [[2.19267, 0.19243, -0.08352], [1.79214, -1.03170, 0.33211], [1.07694, 1.05116, -0.13506], [0.37918, -0.88618, 0.34685], [-0.00205, 0.38510, 0.17004], [-3.23012, -0.09378, -0.65499], [-2.46078, -0.23647, 0.32036], [3.19959, 0.56869, -0.23624], [2.18965, -1.99646, 0.18472], [0.99355, 2.07579, -0.58454], [-0.37881, -1.47503, 0.58829], [-3.69122, 0.79937, -0.95349], [-2.06072, 0.64709, 0.70545]], "mulliken_charge": [-0.362, -0.385, -0.291, 0.101, -0.387, -0.342, -0.092, 0.349, 0.361, 0.345, 0.231, 0.209, 0.264], "lumo_energy_ev": 1.034, "e_homo_ev": -8.9}



It turns out run three is the most stable, with the second structure 0.0197 hartree higher.



Run one
{"formula": "C3H6N4", "method": "wB97M-V/def2-TZVPD", "elements": ["C", "C", "C", "H", "H", "H", "H", "H", "H", "N", "N", "N", "N"], "xyz": [[-1.76189, -0.13606, 0.06007], [1.73145, 0.89089, -0.00232], [0.36732, -1.29433, -0.06002], [-2.27682, -0.81113, -0.66668], [-1.96063, -0.44115, 1.12534], [-2.15783, 0.91905, -0.12590], [0.01486, 1.86782, -0.30364], [2.35603, 1.84431, -0.03271], [-0.30163, -2.10123, -0.01085], [-0.35839, -0.11144, -0.22238], [0.36692, 1.04464, 0.17513], [2.39043, -0.25808, -0.06951], [1.59018, -1.41330, 0.13348]], "mulliken_charge": [-0.833, 0.031, -0.003, 0.317, 0.319, 0.293, 0.295, 0.313, 0.410, 0.130, -0.488, -0.415, -0.369], "lumo_energy_ev": 0.695, "e_homo_ev": -7.8}



Run two
{"formula": "C3H6N4", "method": "wB97M-V/def2-TZVPD", "elements": ["C", "C", "N", "N", "N", "C", "N", "H", "H", "H", "H", "H", "H"], "xyz": [[0.80916, -0.43575, 0.93602], [0.08574, 0.42088, -1.23464], [-0.29222, -0.19462, 0.02113], [-1.28050, -1.18330, 0.15402], [-2.42714, -0.92895, -0.14325], [1.29880, 0.81106, 1.49065], [1.72135, 1.79547, 1.89036], [-2.54561, -0.00784, -0.63027], [0.43355, -1.06671, 1.74813], [1.65308, -0.95151, 0.44888], [0.75740, -0.24272, -1.79478], [-0.80388, 0.61423, -1.83501], [0.59028, 1.36976, -1.05123]], "mulliken_charge": [-0.508, -0.728, 0.254, -0.111, -0.570, 0.361, -0.386, 0.248, 0.354, 0.259, 0.295, 0.286, 0.247], "lumo_energy_ev": 0.633, "e_homo_ev": -9.5}



It turns out run two is the most stable, with the second structure 0.0133 hartree higher.